ORCA calculation (the ωB97M-V functional and the def2-TZVPD basis) on C33H48FGeInN4O7Si3 as an isolated structure in a non-equilibrium geometry.

The geometry in ORCA input format:
```
! wB97M-V def2-TZVPD RIJCOSX def2/J DEFGRID3
* xyz 1 2
In -0.110 -0.284 -1.735
O 3.425 0.329 0.585
C 2.362 0.572 0.024
O 1.236 0.090 0.312
C 2.389 1.573 -1.141
C 3.566 2.203 -1.528
C 3.515 3.097 -2.584
C 2.299 3.361 -3.205
C 1.179 2.675 -2.754
N 1.247 1.818 -1.744
C -0.231 2.895 -3.227
O -0.676 3.994 -3.483
O -0.972 1.831 -3.197
H 4.475 1.958 -1.001
H 4.416 3.594 -2.915
H 2.223 4.058 -4.027
F -0.997 -2.706 3.720
C 0.183 -2.767 3.044
C 0.161 -2.720 1.677
C 1.349 -2.710 0.947
C 1.295 -2.568 -0.500
O 0.202 -2.606 -1.094
C 2.563 -2.336 -1.120
C 3.706 -2.362 -0.386
N 3.745 -2.560 0.949
C 4.989 -2.443 1.657
C 5.987 -1.399 1.262
C 5.225 -1.248 2.539
C 2.574 -2.711 1.635
C 2.566 -2.880 3.023
C 1.389 -2.896 3.750
N 1.445 -3.109 5.129
C 0.298 -3.552 5.886
C 0.828 -4.291 7.128
N 2.179 -4.810 6.787
C 3.172 -3.700 6.689
C 2.479 -2.536 5.946
C 2.682 -1.829 -2.551
O 3.616 -2.206 -3.238
O 1.829 -0.954 -2.892
H -0.775 -2.658 1.146
H 4.658 -2.201 -0.871
H 5.370 -3.404 1.991
H 5.712 -0.726 0.469
H 7.033 -1.660 1.296
H 4.460 -0.488 2.531
H 5.733 -1.391 3.482
H 3.511 -2.979 3.530
H -0.279 -4.237 5.263
H -0.361 -2.725 6.186
H 0.168 -5.117 7.396
H 0.923 -3.623 7.983
H 2.105 -5.243 5.857
H 2.492 -5.520 7.454
H 4.037 -4.062 6.131
H 3.486 -3.405 7.691
H 3.196 -1.989 5.334
H 2.042 -1.829 6.661
C -3.411 5.502 -3.756
Si -3.950 3.720 -4.175
C -5.839 3.619 -3.851
C -3.578 3.109 -5.947
Ge -2.812 2.146 -2.565
Si -3.425 -0.315 -3.016
C -2.616 -0.909 -4.644
C -3.273 -1.670 -1.668
C -5.318 -0.046 -3.228
Si -2.332 2.844 -0.235
C -1.964 1.383 0.940
C -4.015 3.641 0.226
C -0.922 4.130 -0.099
H -2.412 5.704 -4.124
H -3.379 5.645 -2.680
H -4.095 6.235 -4.174
H -6.342 4.478 -4.285
H -6.062 3.614 -2.789
H -6.286 2.732 -4.285
H -4.115 3.670 -6.708
H -3.866 2.065 -6.046
H -2.516 3.185 -6.158
H -1.542 -1.012 -4.504
H -2.777 -0.206 -5.457
H -3.007 -1.875 -4.957
H -2.323 -2.192 -1.748
H -4.071 -2.400 -1.773
H -3.341 -1.253 -0.668
H -5.555 0.460 -4.157
H -5.709 0.559 -2.415
H -5.850 -0.990 -3.220
H -2.604 0.529 0.733
H -2.117 1.663 1.978
H -0.932 1.062 0.828
H -4.834 2.953 0.035
H -4.198 4.535 -0.361
H -4.059 3.921 1.273
H 0.037 3.633 -0.219
H -0.918 4.621 0.871
H -0.994 4.897 -0.867
*
```

Values from the calculation:
**Highest occupied orbital energy (spin up / spin down)**: -9.64 / -10.20 eV
**Energy above the lowest of the compared OMol25 structures with the same formula, charge and spin**: 78.83 kJ/mol
**Electronic energy**: -143330.252 eV
**Expectation value of S²**: 0.754
**Frontier orbital gap (spin up / spin down)**: 6.50 / 6.14 eV

These are the Mulliken partial charges, in e, on atoms 1 to 2:
1. In 0.89
2. O -0.72


ORCA calculation (the ωB97M-V functional and the def2-TZVPD basis) on C33H48Ge2N2O2Pd as an isolated structure in a non-equilibrium geometry.

The geometry in ORCA input format:
```
! wB97M-V def2-TZVPD RIJCOSX def2/J DEFGRID3
* xyz -2 1
Pd -0.003 0.481 -1.448
C 1.178 -2.593 -3.500
C 0.609 -1.334 -4.190
C 1.781 -0.411 -4.581
C -0.122 -1.777 -5.475
O -0.263 -0.682 -3.368
H 1.960 -3.092 -4.088
H 0.364 -3.305 -3.326
H 1.596 -2.313 -2.530
H 2.538 -0.911 -5.202
H 2.260 -0.028 -3.677
H 1.389 0.448 -5.134
H 0.513 -2.342 -6.169
H -0.504 -0.891 -5.989
H -0.976 -2.397 -5.189
C 1.799 0.571 -0.773
Ge 1.797 0.522 1.114
C 1.119 2.247 1.808
C 1.520 3.399 1.128
C 1.094 4.657 1.528
C 0.248 4.792 2.623
C -0.157 3.660 3.314
C 0.283 2.402 2.909
C 0.854 -0.828 2.263
C -0.537 -0.910 2.166
C -1.260 -1.833 2.909
C -0.606 -2.730 3.748
C 0.778 -2.682 3.840
C 1.491 -1.733 3.113
C 3.653 0.516 1.893
C 4.532 -0.532 1.604
C 5.846 -0.536 2.056
C 6.324 0.526 2.812
C 5.474 1.583 3.106
C 4.160 1.572 2.652
H 2.155 -0.377 -1.232
H 2.150 3.283 0.254
H 1.405 5.532 0.967
H -0.102 5.774 2.926
H -0.824 3.751 4.165
H -0.046 1.527 3.462
H -1.054 -0.248 1.475
H -2.341 -1.854 2.827
H -1.171 -3.458 4.322
H 1.306 -3.376 4.487
H 2.571 -1.697 3.224
H 4.187 -1.363 0.995
H 6.500 -1.366 1.807
H 7.351 0.532 3.163
H 5.834 2.425 3.689
H 3.516 2.410 2.894
C -1.269 5.346 -1.724
Ge -0.630 3.498 -2.146
C -1.402 2.989 -3.885
C 1.294 3.827 -2.424
C -1.038 2.165 -0.811
H -0.933 6.052 -2.489
H -0.858 5.653 -0.760
H -2.360 5.396 -1.661
H -0.957 3.580 -4.689
H -2.484 3.150 -3.889
H -1.201 1.930 -4.066
H 1.454 4.162 -3.454
H 1.877 2.921 -2.244
H 1.639 4.617 -1.752
H -2.067 1.788 -0.913
H -0.889 2.553 0.196
C -4.547 -0.691 0.690
N -4.175 -2.087 0.635
C -4.895 -2.972 1.518
C -4.561 -4.420 1.224
C -3.054 -4.582 1.197
N -2.495 -3.697 0.204
C -1.115 -3.937 -0.182
C -2.948 -2.397 0.055
O -2.320 -1.585 -0.587
H -5.587 -0.564 0.375
H -3.894 -0.127 0.029
H -4.442 -0.294 1.707
H -5.969 -2.791 1.391
H -4.666 -2.743 2.572
H -4.968 -4.701 0.249
H -5.007 -5.067 1.983
H -2.778 -5.607 0.935
H -2.632 -4.383 2.194
H -1.022 -4.958 -0.562
H -0.436 -3.803 0.668
H -0.831 -3.230 -0.958
*
```

Values from the calculation:
**Highest occupied orbital energy**: 0.33 eV
**Energy above the lowest of the compared OMol25 structures with the same formula, charge and spin**: 37.31 kJ/mol
**Electronic energy**: -158583.715 eV
**Frontier orbital gap**: 3.80 eV

These are the Mulliken partial charges, in e, on atoms 1 to 2:
1. Pd 0.75
2. C -1.45


ORCA calculation (the ωB97M-V functional and the def2-TZVPD basis) on C33H48LaN3O2P as an isolated structure in a non-equilibrium geometry.

The geometry in ORCA input format:
```
! wB97M-V def2-TZVPD RIJCOSX def2/J DEFGRID3
* xyz 2 2
C 2.226 -0.624 -1.439
N 1.440 -1.182 -0.434
C 1.846 -2.369 0.114
C 3.050 -2.978 -0.221
C 3.920 -2.355 -1.121
C 3.486 -1.209 -1.738
La -0.262 0.220 0.782
C -2.497 1.192 0.247
O -3.527 1.710 0.079
C 0.936 -2.976 1.168
N 0.218 -1.895 1.912
C 1.048 -1.352 3.045
C 2.140 -0.403 2.566
C 1.758 0.524 -2.137
P 0.252 1.419 -1.861
C -0.669 1.207 -3.513
C -0.097 2.099 -4.619
C 1.023 3.170 -1.514
C -0.113 4.163 -1.232
C 1.905 3.085 -0.258
C 1.928 3.596 -2.676
C -0.540 -0.258 -3.956
C -2.151 1.555 -3.305
C -1.041 -2.388 2.509
C -2.007 -2.825 1.422
H 3.290 -3.939 0.230
H 4.890 -2.796 -1.351
H 4.091 -0.721 -2.496
H 2.414 0.852 -2.950
H 2.406 4.060 -0.134
H 1.324 2.907 0.666
H 2.688 2.317 -0.355
H 2.348 4.593 -2.471
H 2.774 2.911 -2.810
H 1.423 3.681 -3.641
H 0.327 5.105 -0.866
H -0.742 4.377 -2.108
H -0.766 3.793 -0.425
H -0.631 1.890 -5.563
H -0.255 3.168 -4.417
H 0.968 1.911 -4.816
H 0.503 -0.536 -4.163
H -0.941 -0.941 -3.194
H -1.123 -0.398 -4.880
H -2.289 2.578 -2.932
H -2.651 1.475 -4.282
H -2.635 0.854 -2.614
H 0.204 -3.615 0.663
H 1.479 -3.621 1.897
H 0.354 -0.829 3.726
H 1.469 -2.196 3.624
H -1.462 -1.543 3.079
H -0.822 -3.215 3.214
H -2.976 -3.021 1.898
H -2.199 -2.081 0.622
H -1.663 -3.750 0.937
H 2.537 0.155 3.418
H 2.946 -0.958 2.073
H 1.820 0.414 1.862
C -5.307 -2.696 -1.180
H -5.029 -3.604 -0.628
H -5.660 -2.987 -2.184
H -6.132 -2.210 -0.652
O -4.208 -1.770 -1.190
H -3.632 -2.019 -1.924
C -1.160 6.766 2.135
C 0.199 6.436 2.111
C 0.604 5.121 2.331
C -0.353 4.083 2.482
C -1.726 4.440 2.472
C -2.113 5.770 2.366
N 0.033 2.755 2.659
C 0.270 2.316 3.959
C 1.477 2.614 4.638
C 1.673 2.187 5.948
C 0.652 1.508 6.625
C -0.546 1.216 5.972
C -0.725 1.571 4.642
H -1.475 7.796 1.968
H 0.940 7.206 1.907
H 1.666 4.867 2.370
H -2.454 3.636 2.567
H -3.172 6.028 2.431
H 2.248 3.174 4.109
H 2.627 2.364 6.444
H 0.797 1.197 7.658
H -1.340 0.685 6.504
H -1.648 1.338 4.106
*
```

Values from the calculation:
**Highest occupied orbital energy (spin up / spin down)**: -11.79 / -11.78 eV
**Energy above the lowest of the compared OMol25 structures with the same formula, charge and spin**: 226.49 kJ/mol
**Electronic energy**: -53697.531 eV
**Expectation value of S²**: 0.783
**Frontier orbital gap (spin up / spin down)**: 4.70 / 3.95 eV

These are the Mulliken partial charges, in e, on atoms 1 to 2:
1. C 1.38
2. N 0.59